(1)
Entry from the OMol25 dataset: C26H80N2O17P2 as an isolated structure (wB97M-V/def2-TZVPD).

The HOMO energy comes out at -9.1 eV. The calculation puts the LUMO energy at 0.5 eV.

Geometry (Å):
C (2.591, -2.867, 1.501)
C (4.022, -3.090, 0.984)
C (4.103, -3.080, -0.540)
C (3.804, -1.678, -1.096)
C (4.992, -0.738, -0.882)
C (4.712, 0.775, -0.895)
C (3.363, 1.188, -0.306)
C (2.230, 1.196, -1.309)
O (1.057, 1.874, -0.782)
P (0.303, 1.172, 0.407)
O (0.391, -0.290, 0.459)
O (-1.133, 1.799, 0.357)
C (-1.792, 1.987, -0.920)
C (-3.237, 2.299, -0.645)
C (-4.006, 1.103, -0.053)
C (-4.936, 0.480, -1.083)
N (-5.297, -0.903, -0.722)
C (-6.593, -1.255, -0.991)
C (-7.227, -2.250, -0.071)
O (-7.161, -0.758, -1.933)
O (0.957, 1.874, 1.694)
P (0.859, 1.146, 3.156)
N (-0.557, 0.833, 3.684)
H (1.848, -3.099, 0.738)
H (2.385, -3.479, 2.377)
H (2.431, -1.828, 1.786)
H (4.390, -4.040, 1.375)
H (4.657, -2.300, 1.376)
H (3.361, -3.779, -0.935)
H (5.078, -3.426, -0.894)
H (2.907, -1.338, -0.583)
H (3.609, -1.767, -2.166)
H (5.705, -0.943, -1.682)
H (5.524, -0.983, 0.038)
H (4.837, 1.194, -1.897)
H (5.484, 1.232, -0.282)
H (3.423, 2.202, 0.095)
H (3.132, 0.527, 0.533)
H (2.530, 1.762, -2.189)
H (1.928, 0.204, -1.630)
H (-1.686, 1.081, -1.519)
H (-1.311, 2.814, -1.439)
H (-3.304, 3.153, 0.030)
H (-3.698, 2.615, -1.583)
H (-4.570, 1.426, 0.820)
H (-3.283, 0.358, 0.285)
H (-4.451, 0.473, -2.058)
H (-5.849, 1.068, -1.157)
H (-5.027, -1.153, 0.219)
H (-6.709, -3.203, -0.174)
H (-8.271, -2.362, -0.336)
H (-7.128, -1.924, 0.962)
H (1.680, 0.046, 2.929)
H (1.624, 2.044, 3.906)
H (-0.823, 1.369, 4.498)
C (8.758, 2.024, -0.581)
O (7.878, 0.941, -0.315)
H (8.363, 2.908, -0.086)
H (9.764, 1.825, -0.199)
H (8.817, 2.217, -1.656)
H (8.233, 0.165, -0.770)
C (-8.454, 1.831, -4.259)
O (-8.525, 2.006, -2.850)
H (-8.519, 2.820, -4.710)
H (-7.511, 1.364, -4.556)
H (-9.284, 1.225, -4.632)
H (-8.465, 1.125, -2.459)
C (4.891, -0.770, 4.561)
O (4.660, -0.571, 3.167)
H (3.990, -1.211, 4.979)
H (5.729, -1.454, 4.727)
H (5.087, 0.170, 5.075)
H (5.450, -0.175, 2.787)
C (-9.600, 0.301, 2.191)
O (-8.592, -0.622, 2.602)
H (-10.145, -0.167, 1.375)
H (-10.300, 0.515, 3.000)
H (-9.160, 1.234, 1.829)
H (-8.102, -0.224, 3.327)
C (4.310, -1.119, 8.475)
O (4.606, 0.002, 7.648)
H (3.868, -1.877, 7.834)
H (5.213, -1.531, 8.933)
H (3.594, -0.864, 9.260)
H (4.998, 0.685, 8.199)
C (9.876, -0.363, 2.102)
O (10.292, -1.653, 1.659)
H (8.959, -0.116, 1.576)
H (9.681, -0.360, 3.179)
H (10.631, 0.392, 1.867)
H (11.106, -1.880, 2.116)
C (-1.236, 5.814, -1.339)
O (-1.375, 6.223, 0.017)
H (-1.265, 6.712, -1.952)
H (-0.281, 5.306, -1.503)
H (-2.057, 5.156, -1.640)
H (-1.347, 5.438, 0.570)
C (8.126, -2.659, -2.663)
O (8.156, -1.256, -2.448)
H (8.429, -3.136, -1.735)
H (7.121, -3.002, -2.926)
H (8.819, -2.955, -3.456)
H (7.891, -0.831, -3.273)
C (-13.397, -1.209, 3.024)
O (-12.950, 0.119, 3.270)
H (-13.076, -1.813, 3.868)
H (-14.487, -1.261, 2.950)
H (-12.957, -1.621, 2.113)
H (-13.227, 0.668, 2.531)
C (9.153, 0.428, -5.669)
O (8.281, -0.670, -5.405)
H (8.727, 1.298, -5.176)
H (10.154, 0.250, -5.269)
H (9.224, 0.631, -6.740)
H (8.644, -1.449, -5.837)
C (-7.595, -5.636, -2.211)
O (-7.748, -5.496, -0.803)
H (-7.714, -4.645, -2.642)
H (-6.604, -6.015, -2.475)
H (-8.356, -6.296, -2.636)
H (-7.645, -6.361, -0.400)
C (-5.435, 3.564, -4.823)
O (-5.386, 2.966, -3.535)
H (-4.439, 3.480, -5.253)
H (-6.142, 3.054, -5.480)
H (-5.702, 4.624, -4.768)
H (-6.266, 3.022, -3.141)

***

(2)
Entry from the OMol25 dataset: a 16-piece molecular cluster, C26H84N4O16 overall (wB97M-V/def2-TZVPD).

The energy relative to the best compared isomer or geometry (same formula, charge and spin) comes out at 89.2 kcal/mol. The HOMO energy comes out at -9.1 eV. The calculation puts the LUMO energy at 0.0 eV.

Geometry (Å):
C (0.995, 3.114, 3.290)
C (0.269, 3.520, 2.038)
O (-1.104, 3.195, 2.205)
H (0.956, 2.007, 3.354)
H (0.592, 3.646, 4.170)
H (1.999, 3.408, 3.147)
H (0.659, 3.032, 1.152)
H (0.253, 4.622, 1.968)
H (-1.448, 3.027, 1.327)
C (-0.217, -3.598, 2.445)
C (-1.494, -3.703, 1.677)
O (-2.540, -4.251, 2.448)
H (0.463, -3.189, 1.720)
H (0.125, -4.514, 2.759)
H (-0.402, -2.949, 3.230)
H (-1.250, -4.568, 0.996)
H (-1.789, -2.837, 1.094)
H (-3.343, -3.687, 2.331)
C (6.049, 0.789, -1.319)
C (5.365, -0.553, -0.969)
O (4.211, -0.176, -0.267)
H (6.076, 1.390, -0.411)
H (5.527, 1.282, -2.173)
H (7.047, 0.755, -1.609)
H (6.111, -1.188, -0.409)
H (5.092, -1.103, -1.960)
H (3.604, -0.947, -0.269)
C (1.936, 2.778, -2.706)
C (3.348, 3.011, -2.255)
O (3.548, 2.407, -1.002)
H (1.268, 3.163, -1.905)
H (1.680, 1.751, -2.997)
H (1.829, 3.394, -3.611)
H (3.462, 4.089, -2.083)
H (3.955, 2.662, -3.017)
H (3.666, 1.481, -1.224)
C (1.904, -1.479, 4.182)
C (1.420, -0.261, 4.970)
O (1.482, -0.707, 6.247)
H (1.500, -1.470, 3.161)
H (1.471, -2.421, 4.538)
H (2.988, -1.623, 4.068)
H (0.331, -0.085, 4.805)
H (1.986, 0.715, 4.892)
H (1.028, -0.081, 6.818)
C (-2.912, -1.309, 4.353)
C (-2.187, -0.344, 3.421)
O (-2.137, 1.057, 3.838)
H (-3.938, -1.095, 4.277)
H (-2.646, -1.280, 5.394)
H (-2.733, -2.313, 3.986)
H (-2.663, -0.417, 2.461)
H (-1.287, -0.712, 3.216)
H (-1.830, 1.569, 3.037)
C (-2.865, -1.702, -3.436)
C (-4.098, -0.830, -3.713)
O (-3.825, 0.244, -4.555)
H (-3.166, -2.595, -2.824)
H (-2.155, -1.045, -2.906)
H (-2.601, -2.129, -4.399)
H (-4.640, -0.428, -2.862)
H (-4.925, -1.420, -4.223)
H (-4.583, 0.597, -4.954)
C (-5.159, 2.350, 0.363)
C (-4.211, 2.386, 1.462)
O (-4.973, 1.815, 2.485)
H (-5.038, 1.479, -0.280)
H (-4.776, 3.216, -0.299)
H (-6.249, 2.647, 0.644)
H (-3.931, 3.416, 1.765)
H (-3.299, 1.775, 1.304)
H (-4.485, 1.906, 3.287)
C (-0.038, 0.041, 1.043)
C (0.663, 0.202, -0.321)
O (-0.150, -0.359, -1.348)
H (0.404, 0.642, 1.876)
H (-0.222, -1.020, 1.269)
H (-1.084, 0.482, 0.891)
H (1.527, -0.418, -0.456)
H (0.814, 1.299, -0.412)
H (-0.970, 0.235, -1.262)
C (3.475, 0.243, -4.523)
C (2.709, -0.707, -3.678)
O (3.393, -1.977, -3.706)
H (3.002, 1.168, -4.659)
H (3.546, -0.103, -5.536)
H (4.426, 0.349, -4.108)
H (1.752, -0.996, -4.052)
H (2.604, -0.336, -2.622)
H (3.378, -2.364, -4.585)
C (-4.234, -1.383, 0.483)
O (-3.312, -0.622, -0.273)
N (-4.984, -0.858, 1.397)
N (-4.378, -2.676, 0.389)
H (-4.660, 0.096, 1.615)
H (-5.603, -1.496, 2.032)
H (-3.924, -3.218, -0.327)
H (-4.980, -3.184, 1.047)
C (-1.834, 2.369, -1.577)
O (-1.628, 2.695, -0.286)
N (-2.413, 1.244, -1.884)
N (-1.609, 3.187, -2.525)
H (-2.701, 0.560, -1.199)
H (-2.702, 0.979, -2.843)
H (-1.377, 4.181, -2.317)
H (-1.420, 2.890, -3.526)
C (3.683, -2.599, 1.806)
O (3.003, -2.525, 0.590)
H (3.079, -3.223, 2.561)
H (3.715, -1.573, 2.171)
H (4.663, -2.959, 1.884)
H (2.912, -3.469, 0.314)
C (-0.584, 0.972, -4.758)
O (-1.618, 1.935, -4.864)
H (-1.012, -0.103, -4.924)
H (-0.213, 0.937, -3.737)
H (0.328, 1.225, -5.255)
H (-2.484, 1.405, -4.796)
C (0.381, -3.252, -2.521)
O (0.170, -3.137, -1.062)
H (0.091, -2.309, -3.045)
H (-0.242, -4.005, -2.795)
H (1.412, -3.402, -2.797)
H (0.001, -2.193, -0.938)
C (3.406, 1.260, 2.261)
O (4.726, 0.816, 2.055)
H (2.699, 0.424, 2.130)
H (3.076, 1.951, 1.550)
H (3.358, 1.683, 3.240)
H (4.736, 0.292, 1.246)

***

(3)
Entry from the OMol25 dataset: a 10-piece molecular cluster, C26H84N9O2 overall (wB97M-V/def2-TZVPD).

The energy relative to the best compared isomer or geometry (same formula, charge and spin) comes out at 85.8 kcal/mol. As for the charge: +3. The HOMO energy comes out at -13.1 eV. The calculation puts the LUMO energy at -9.0 eV.

Geometry (Å):
N (-18.015, 5.499, -0.358)
H (-18.253, 5.000, 0.487)
H (-17.469, 4.822, -0.871)
H (-17.407, 6.236, -0.030)
H (-18.879, 5.830, -0.763)
N (-13.766, 4.298, -2.076)
H (-13.579, 5.081, -1.466)
H (-14.760, 4.117, -2.101)
H (-13.240, 3.515, -1.716)
H (-13.461, 4.609, -2.987)
N (-14.163, -0.007, -0.854)
H (-13.772, -0.861, -1.226)
H (-13.952, 0.151, 0.121)
H (-15.171, 0.025, -0.907)
H (-13.709, 0.766, -1.320)
N (-15.790, 2.582, 1.159)
H (-16.174, 1.685, 0.897)
H (-14.815, 2.613, 1.421)
H (-16.428, 3.008, 1.815)
H (-15.911, 3.069, 0.283)
N (-19.002, -0.401, 0.816)
H (-18.157, -0.323, 0.269)
H (-19.794, -0.550, 0.207)
H (-19.044, 0.442, 1.371)
H (-18.759, -1.226, 1.345)
O (-16.802, 0.397, -0.677)
C (-17.540, 1.227, -1.588)
C (-16.913, 2.479, -2.285)
O (-16.428, 3.532, -1.418)
H (-18.473, 1.459, -1.075)
H (-17.850, 0.596, -2.421)
H (-17.791, 2.913, -2.764)
H (-16.186, 2.097, -3.002)
C (-22.899, 5.411, -6.062)
C (-22.156, 4.121, -5.894)
N (-20.679, 4.330, -5.800)
C (-20.101, 4.761, -7.134)
C (-18.633, 5.223, -7.032)
C (-19.947, 3.263, -5.149)
C (-19.864, 1.864, -5.986)
H (-22.620, 5.702, -7.075)
H (-22.414, 6.188, -5.471)
H (-23.975, 5.401, -5.891)
H (-22.454, 3.579, -4.997)
H (-22.110, 3.469, -6.766)
H (-20.192, 3.992, -7.902)
H (-20.630, 5.549, -7.670)
H (-17.969, 4.445, -6.657)
H (-18.310, 5.531, -8.027)
H (-18.490, 6.074, -6.367)
H (-20.378, 2.976, -4.190)
H (-18.918, 3.593, -5.004)
H (-20.865, 1.448, -6.093)
H (-19.330, 1.159, -5.347)
H (-19.536, 1.896, -7.025)
C (-19.977, -1.591, -2.529)
C (-21.132, -2.110, -1.553)
N (-21.523, -1.171, -0.423)
C (-22.105, 0.077, -0.954)
C (-22.607, 1.032, 0.151)
C (-22.516, -1.852, 0.449)
C (-23.850, -2.334, -0.240)
H (-20.056, -0.601, -2.977)
H (-19.899, -2.322, -3.334)
H (-19.025, -1.596, -1.996)
H (-22.060, -2.361, -2.067)
H (-20.789, -3.045, -1.109)
H (-21.275, 0.660, -1.352)
H (-22.828, -0.077, -1.755)
H (-23.458, 0.639, 0.708)
H (-21.781, 1.194, 0.844)
H (-22.931, 2.018, -0.182)
H (-22.799, -1.436, 1.416)
H (-21.977, -2.769, 0.688)
H (-24.596, -2.750, 0.437)
H (-23.759, -3.117, -0.992)
H (-24.334, -1.507, -0.760)
C (-20.137, -2.211, 3.251)
C (-19.314, -3.334, 2.539)
N (-18.174, -2.943, 1.723)
C (-17.136, -2.534, 2.701)
C (-15.947, -1.757, 2.135)
C (-17.650, -3.955, 0.861)
C (-18.572, -4.314, -0.335)
H (-20.949, -1.840, 2.625)
H (-19.430, -1.427, 3.525)
H (-20.526, -2.611, 4.188)
H (-18.978, -4.095, 3.243)
H (-19.997, -3.803, 1.830)
H (-17.511, -1.917, 3.518)
H (-16.826, -3.411, 3.270)
H (-16.300, -0.800, 1.749)
H (-15.224, -1.562, 2.927)
H (-15.453, -2.192, 1.266)
H (-17.533, -4.912, 1.370)
H (-16.602, -3.806, 0.600)
H (-19.607, -4.461, -0.026)
H (-18.092, -5.158, -0.829)
H (-18.543, -3.429, -0.970)
C (-14.563, 4.508, -9.106)
C (-15.258, 3.381, -8.326)
N (-14.308, 2.468, -7.639)
C (-13.288, 2.026, -8.595)
C (-12.280, 1.063, -7.927)
C (-15.071, 1.349, -7.009)
C (-16.342, 1.819, -6.166)
H (-13.928, 5.147, -8.492)
H (-15.295, 5.266, -9.389)
H (-14.156, 4.149, -10.051)
H (-15.938, 3.822, -7.597)
H (-15.933, 2.862, -9.008)
H (-13.724, 1.521, -9.457)
H (-12.793, 2.853, -9.103)
H (-11.596, 1.469, -7.182)
H (-12.615, 0.183, -7.377)
H (-11.617, 0.748, -8.733)
H (-14.303, 1.128, -6.267)
H (-15.290, 0.498, -7.654)
H (-16.787, 0.945, -5.691)
H (-17.177, 2.107, -6.805)
H (-16.204, 2.547, -5.367)

***

(4)
Entry from the OMol25 dataset: C27H15ClF5I2N8O8TeV as an isolated structure (wB97M-V/def2-TZVPD).

The energy relative to the best compared isomer or geometry (same formula, charge and spin) comes out at 30.9 kcal/mol. As for the multiplicity: 2. As for the charge: -1. The HOMO energy (alpha / beta) comes out at -6.5 / -6.5 eV. The calculation puts the LUMO energy (alpha / beta) at -0.2 / -0.1 eV.

Geometry (Å):
V (-0.705, -0.701, -1.771)
O (-0.067, 4.701, 3.670)
N (0.664, 3.993, 3.009)
O (1.861, 3.890, 3.191)
C (0.042, 3.177, 1.926)
C (-1.305, 3.250, 1.858)
C (-2.024, 2.471, 0.900)
C (-3.425, 2.502, 0.753)
C (-4.018, 1.716, -0.198)
C (-3.219, 0.868, -0.985)
N (-1.912, 0.819, -0.827)
C (-1.306, 1.613, 0.072)
C (0.129, 1.588, 0.113)
N (0.723, 0.792, -0.796)
C (2.036, 0.745, -0.855)
C (2.836, 1.493, 0.015)
C (2.250, 2.290, 0.962)
C (0.842, 2.368, 1.035)
H (-1.841, 3.891, 2.541)
H (-4.014, 3.159, 1.380)
H (-5.085, 1.727, -0.361)
H (-3.621, 0.245, -1.775)
H (2.457, 0.090, -1.606)
H (3.911, 1.427, -0.069)
H (2.857, 2.862, 1.642)
I (-0.373, 3.657, -3.294)
C (0.884, 3.205, -4.945)
I (2.143, 1.526, -4.679)
H (1.523, 4.065, -5.086)
H (0.230, 2.998, -5.786)
O (3.866, -4.907, -0.777)
C (3.882, -4.384, 0.435)
O (4.684, -4.726, 1.271)
C (2.864, -3.336, 0.736)
C (2.682, -2.763, 1.980)
Cl (3.401, -3.130, 3.477)
N (1.706, -1.828, 1.873)
N (1.245, -1.765, 0.614)
C (1.923, -2.655, -0.080)
C (1.597, -2.786, -1.544)
O (2.099, -3.695, -2.199)
O (0.843, -1.872, -2.010)
C (1.077, -0.983, 2.831)
C (-0.306, -0.849, 2.757)
C (-0.947, 0.000, 3.642)
C (-0.221, 0.719, 4.584)
C (1.158, 0.583, 4.636)
C (1.817, -0.270, 3.760)
H (3.171, -4.481, -1.370)
H (-0.859, -1.410, 2.014)
H (-2.025, 0.092, 3.594)
H (-0.729, 1.379, 5.275)
H (1.733, 1.149, 5.357)
H (2.893, -0.350, 3.787)
O (-1.495, -1.841, -0.385)
N (-1.428, -3.146, -0.542)
C (-2.416, -3.753, 0.038)
C (-2.474, -5.182, -0.007)
N (-2.554, -6.328, -0.011)
C (-3.430, -3.032, 0.757)
N (-4.238, -2.450, 1.331)
F (-3.114, 0.978, -3.997)
Te (-1.440, 0.491, -5.123)
F (-2.049, 2.159, -5.950)
F (-0.489, -1.266, -5.103)
F (-0.392, 0.593, -6.749)
F (-2.724, -0.492, -6.040)
O (-1.781, -0.891, -2.896)

***

Please write out number 4 again, unchanged.
Entry from the OMol25 dataset: C27H15ClF5I2N8O8TeV as an isolated structure (wB97M-V/def2-TZVPD).

The energy relative to the best compared isomer or geometry (same formula, charge and spin) comes out at 30.9 kcal/mol. As for the multiplicity: 2. As for the charge: -1. The HOMO energy (alpha / beta) comes out at -6.5 / -6.5 eV. The calculation puts the LUMO energy (alpha / beta) at -0.2 / -0.1 eV.

Geometry (Å):
V (-0.705, -0.701, -1.771)
O (-0.067, 4.701, 3.670)
N (0.664, 3.993, 3.009)
O (1.861, 3.890, 3.191)
C (0.042, 3.177, 1.926)
C (-1.305, 3.250, 1.858)
C (-2.024, 2.471, 0.900)
C (-3.425, 2.502, 0.753)
C (-4.018, 1.716, -0.198)
C (-3.219, 0.868, -0.985)
N (-1.912, 0.819, -0.827)
C (-1.306, 1.613, 0.072)
C (0.129, 1.588, 0.113)
N (0.723, 0.792, -0.796)
C (2.036, 0.745, -0.855)
C (2.836, 1.493, 0.015)
C (2.250, 2.290, 0.962)
C (0.842, 2.368, 1.035)
H (-1.841, 3.891, 2.541)
H (-4.014, 3.159, 1.380)
H (-5.085, 1.727, -0.361)
H (-3.621, 0.245, -1.775)
H (2.457, 0.090, -1.606)
H (3.911, 1.427, -0.069)
H (2.857, 2.862, 1.642)
I (-0.373, 3.657, -3.294)
C (0.884, 3.205, -4.945)
I (2.143, 1.526, -4.679)
H (1.523, 4.065, -5.086)
H (0.230, 2.998, -5.786)
O (3.866, -4.907, -0.777)
C (3.882, -4.384, 0.435)
O (4.684, -4.726, 1.271)
C (2.864, -3.336, 0.736)
C (2.682, -2.763, 1.980)
Cl (3.401, -3.130, 3.477)
N (1.706, -1.828, 1.873)
N (1.245, -1.765, 0.614)
C (1.923, -2.655, -0.080)
C (1.597, -2.786, -1.544)
O (2.099, -3.695, -2.199)
O (0.843, -1.872, -2.010)
C (1.077, -0.983, 2.831)
C (-0.306, -0.849, 2.757)
C (-0.947, 0.000, 3.642)
C (-0.221, 0.719, 4.584)
C (1.158, 0.583, 4.636)
C (1.817, -0.270, 3.760)
H (3.171, -4.481, -1.370)
H (-0.859, -1.410, 2.014)
H (-2.025, 0.092, 3.594)
H (-0.729, 1.379, 5.275)
H (1.733, 1.149, 5.357)
H (2.893, -0.350, 3.787)
O (-1.495, -1.841, -0.385)
N (-1.428, -3.146, -0.542)
C (-2.416, -3.753, 0.038)
C (-2.474, -5.182, -0.007)
N (-2.554, -6.328, -0.011)
C (-3.430, -3.032, 0.757)
N (-4.238, -2.450, 1.331)
F (-3.114, 0.978, -3.997)
Te (-1.440, 0.491, -5.123)
F (-2.049, 2.159, -5.950)
F (-0.489, -1.266, -5.103)
F (-0.392, 0.593, -6.749)
F (-2.724, -0.492, -6.040)
O (-1.781, -0.891, -2.896)